Entry from OMol25: a 2-piece molecular cluster, C2HBrFO2 overall at a distorted geometry (ωB97M-V with the def2-TZVPD basis set).

Each line ends with the natural charge from an NBO analysis.
Atoms and positions in Å:
C -2.006 -1.021 2.922  1.0303
O -2.158 -1.654 1.945  -0.5411
O -1.833 -0.519 3.902  -0.4981
H -0.921 0.598 1.441  0.0337
C -0.057 1.292 0.960  -0.2226
Br 1.771 0.356 1.334  -0.3322
F -0.462 1.156 -0.427  -0.4701

## Properties
ΔE to the lowest compared entry with this formula, charge and spin = 43.5 kcal/mol
Charge = -1
Gap between HOMO and LUMO = 5.5 eV
E_HOMO = -0.0841 Eh

***

Entry from OMol25: a 2-piece molecular cluster, C2HBrS overall at a distorted geometry (ωB97M-V with the def2-TZVPD basis set).

Each line ends with the natural charge from an NBO analysis.
Atoms and positions in Å:
C -0.160 0.384 -0.167  -0.4259
C 0.773 0.597 0.605  0.0661
S -1.804 0.336 -0.489  0.3028
H -1.812 -0.594 0.358  0.1364
Br 3.004 -0.722 -0.307  -0.0793

## Properties
ΔE to the lowest compared entry with this formula, charge and spin = 0.0 kcal/mol
Gap between HOMO and LUMO (spin up / spin down) = 7.2 / 7.2 eV
E_HOMO (spin up / spin down) = -0.3785 / -0.3716 Eh

***

Entry from OMol25: C2HCaO3 as an isolated structure at a distorted geometry (ωB97M-V with the def2-TZVPD basis set).

Each line ends with the natural charge from an NBO analysis.
Atoms and positions in Å:
H -3.889 1.116 -0.075  0.6218
O 1.001 -0.644 -0.125  -0.4128
C -1.035 0.133 0.039  0.4315
O 0.163 0.362 -0.049  0.0383
C -2.292 0.117 0.177  0.7021
O -3.437 0.239 -0.192  -0.3471
Ca 3.217 -0.263 -0.147  1.9661

## Properties
Charge = +3
Gap between HOMO and LUMO (spin up / spin down) = 8.1 / 7.7 eV
E_HOMO (spin up / spin down) = -0.9304 / -0.9272 Eh

***

Entry from OMol25: a 2-piece molecular cluster, C2HCl2FNO2 overall at a distorted geometry (ωB97M-V with the def2-TZVPD basis set).

Each line ends with the natural charge from an NBO analysis.
Atoms and positions in Å:
O -1.102 0.775 -1.395  -0.7551
Cl 2.082 -1.383 0.907  -0.0149
N -0.724 -0.437 0.474  -0.5928
Cl 1.478 -0.610 -1.855  -0.0284
C -1.423 0.476 -0.249  0.8094
F 1.449 0.956 0.270  -0.3235
O -2.394 0.819 0.511  -0.7756
C 1.244 -0.278 -0.084  0.3303
H -0.610 -0.317 1.419  0.3507

## Properties
ΔE to the lowest compared entry with this formula, charge and spin = 53.7 kcal/mol
Charge = -1
Gap between HOMO and LUMO (spin up / spin down) = 7.3 / 7.3 eV
E_HOMO (spin up / spin down) = -0.1533 / -0.1534 Eh

***

Entry from OMol25: C2HCl2N3 as an isolated structure at a distorted geometry (ωB97M-V with the def2-TZVPD basis set).

Each line ends with the natural charge from an NBO analysis.
Atoms and positions in Å:
N -0.008 1.430 0.890  -0.3255
C -1.941 0.330 -0.154  -0.0009
C -0.086 0.373 0.291  0.1277
Cl -2.806 -0.133 -1.618  0.0835
H 0.747 -0.268 0.206  0.2271
Cl -2.399 -0.854 1.198  -0.0126
N -2.135 1.606 0.307  -0.1906
N -1.238 2.208 0.818  0.0913

## Properties
ΔE to the lowest compared entry with this formula, charge and spin = 31.2 kcal/mol
Gap between HOMO and LUMO = 9.5 eV
E_HOMO = -0.3890 Eh

***

Entry from OMol25: a single C2HCl2N3 molecule at a distorted geometry (ωB97M-V with the def2-TZVPD basis set).

Each line ends with the natural charge from an NBO analysis.
Atoms and positions in Å:
C 1.027 -0.226 -0.084  0.1209
N -0.949 1.059 -0.008  -0.1412
N 0.044 1.726 0.100  0.0491
Cl -1.205 -1.132 -1.372  0.0958
H 1.661 -1.011 -0.225  0.2137
C -0.649 -0.365 0.016  -0.0922
Cl -1.185 -1.048 1.574  0.0414
N 1.256 0.998 0.000  -0.2875

## Properties
ΔE to the lowest compared entry with this formula, charge and spin = 7.0 kcal/mol
SMILES = ClC1(Cl)C=NN=N1
Gap between HOMO and LUMO = 9.8 eV
E_HOMO = -0.3915 Eh

***

Entry from OMol25: a single C2HCl2NO2 molecule at a distorted geometry (ωB97M-V with the def2-TZVPD basis set).

Each line ends with the natural charge from an NBO analysis.
Atoms and positions in Å:
N -1.036 0.885 0.080  0.4309
Cl 1.668 -2.111 0.272  0.1377
C -0.561 -0.351 -0.353  -0.1079
H -1.188 -1.319 -0.629  0.2604
O -0.201 1.739 0.393  -0.4342
Cl 2.317 0.660 0.069  0.2434
C 1.237 -0.525 0.025  -0.1490
O -2.235 1.023 0.141  -0.3814

## Properties
ΔE to the lowest compared entry with this formula, charge and spin = 90.7 kcal/mol
SMILES = O=[N+]([O-])C=C(Cl)Cl
Gap between HOMO and LUMO (spin up / spin down) = 8.4 / 6.8 eV
E_HOMO (spin up / spin down) = -0.3591 / -0.3249 Eh

***

Entry from OMol25: C2HCl2NS2 as an isolated structure at a distorted geometry (ωB97M-V with the def2-TZVPD basis set).

Each line ends with the natural charge from an NBO analysis.
Atoms and positions in Å:
H -0.658 0.295 -2.158  0.2749
N -1.209 0.594 1.377  -0.9409
Cl 1.500 -1.875 -1.025  0.1513
Cl 1.930 0.700 1.894  -0.3600
C 0.394 -0.729 -0.616  -0.0889
C -0.467 0.109 -1.114  -0.5175
S -1.476 1.179 -0.141  0.5705
S -0.015 -0.275 1.784  0.9106

## Properties
ΔE to the lowest compared entry with this formula, charge and spin = 56.1 kcal/mol
Gap between HOMO and LUMO (spin up / spin down) = 7.3 / 7.3 eV
E_HOMO (spin up / spin down) = -0.3138 / -0.3138 Eh

***

Entry from OMol25: a 2-piece molecular cluster, C2HCl2O2P overall at a distorted geometry (ωB97M-V with the def2-TZVPD basis set).

Each line ends with the natural charge from an NBO analysis.
Atoms and positions in Å:
Cl 2.024 1.894 -1.704  -0.2891
O -1.119 -1.680 -0.246  -0.5042
O -1.253 -0.583 0.754  -0.1995
H -0.718 1.297 0.695  0.2472
C 0.260 0.060 -0.670  -0.2737
C -0.231 0.362 0.683  -0.0908
Cl 1.043 0.050 1.871  -0.0100
P -0.005 -1.399 -1.382  1.1200

## Properties
ΔE to the lowest compared entry with this formula, charge and spin = 159.5 kcal/mol
Gap between HOMO and LUMO (spin up / spin down) = 7.4 / 7.4 eV
E_HOMO (spin up / spin down) = -0.3823 / -0.3823 Eh

***

Entry from OMol25: a 2-piece molecular cluster, C2HCl2OS overall at a distorted geometry (ωB97M-V with the def2-TZVPD basis set).

Each line ends with the natural charge from an NBO analysis.
Atoms and positions in Å:
S -3.866 -0.206 -0.123  -0.2389
O -1.993 1.732 0.417  -0.5408
C -2.540 0.732 0.155  0.4915
Cl -0.208 -2.185 -0.516  -0.1633
H 0.368 0.183 -0.149  0.1520
C -0.550 -0.587 0.260  -0.5240
Cl -0.118 -0.804 2.012  -0.1764

## Properties
ΔE to the lowest compared entry with this formula, charge and spin = 4.0 kcal/mol
Charge = -1
Gap between HOMO and LUMO = 6.8 eV
E_HOMO = -0.1241 Eh

***

Entry from OMol25: C2HCl3I2 as an isolated structure at a distorted geometry (ωB97M-V with the def2-TZVPD basis set).

Each line ends with the natural charge from an NBO analysis.
Atoms and positions in Å:
Cl -1.660 1.662 0.138  0.0589
Cl 2.065 -0.181 0.776  0.0688
C 0.596 -1.006 0.886  -0.2665
I -1.549 -0.511 -2.396  0.2265
Cl -0.375 -0.507 2.233  0.0100
I 1.032 1.850 -1.597  0.2755
H 0.521 -2.083 0.904  0.2140
C -0.630 0.778 -0.944  -0.5873

## Properties
ΔE to the lowest compared entry with this formula, charge and spin = 57.1 kcal/mol
Gap between HOMO and LUMO (spin up / spin down) = 7.6 / 7.5 eV
E_HOMO (spin up / spin down) = -0.3097 / -0.3208 Eh

***

Entry from OMol25: a single C2HCl3O3 molecule at a distorted geometry (ωB97M-V with the def2-TZVPD basis set).

Each line ends with the natural charge from an NBO analysis.
Atoms and positions in Å:
H -2.888 -0.081 0.128  0.4411
C 0.478 0.904 -0.261  0.1309
C 1.215 -0.367 0.127  0.0950
O 0.674 1.325 1.008  -0.1881
O 1.377 0.124 1.412  -0.2122
O -2.786 -0.179 -0.804  -0.7388
Cl -1.015 0.725 -0.989  0.3903
Cl 0.262 -1.886 0.147  0.0236
Cl 2.683 -0.566 -0.768  0.0582

## Properties
ΔE to the lowest compared entry with this formula, charge and spin = 178.5 kcal/mol
Gap between HOMO and LUMO (spin up / spin down) = 8.1 / 9.2 eV
E_HOMO (spin up / spin down) = -0.3554 / -0.3927 Eh

***

Entry from OMol25: C2HCl4NO as an isolated structure at a distorted geometry (ωB97M-V with the def2-TZVPD basis set).

Each line ends with the natural charge from an NBO analysis.
Atoms and positions in Å:
Cl -1.431 2.087 -1.853  0.0883
Cl 0.549 2.145 0.119  0.0417
C 1.094 -1.627 0.321  -0.3108
O -1.362 -0.201 1.020  -0.2506
Cl 0.752 -0.642 1.701  0.1464
Cl 1.520 -0.864 -1.065  0.0867
C -0.874 1.370 -0.481  0.0203
H 1.289 -2.657 0.309  0.2103
N -1.537 0.389 -0.071  -0.0322

## Properties
ΔE to the lowest compared entry with this formula, charge and spin = 96.2 kcal/mol
Gap between HOMO and LUMO (spin up / spin down) = 9.1 / 6.9 eV
E_HOMO (spin up / spin down) = -0.3489 / -0.3076 Eh

***

Entry from OMol25: a 2-piece molecular cluster, C2HCl4NO2 overall at a distorted geometry (ωB97M-V with the def2-TZVPD basis set).

Each line ends with the natural charge from an NBO analysis.
Atoms and positions in Å:
C 1.634 0.866 -0.036  -0.0657
Cl 0.564 1.032 -1.412  0.0662
Cl 3.224 -0.643 -1.838  -0.0240
O 0.413 2.574 1.274  -0.3034
C 2.777 0.304 -0.237  -0.0683
O 2.473 2.428 1.575  -0.3524
Cl 3.803 -0.117 0.911  0.1993
Cl 0.794 -1.840 1.087  -0.2816
N 1.431 1.995 1.144  0.5464
H 0.070 -1.227 0.141  0.2836

## Properties
ΔE to the lowest compared entry with this formula, charge and spin = 38.2 kcal/mol
SMILES = O=[N+]([O-])C(Cl)=C(Cl)Cl.Cl
Gap between HOMO and LUMO = 9.7 eV
E_HOMO = -0.3844 Eh

***

Entry from OMol25: C2HCl4O2S as an isolated structure at a distorted geometry (ωB97M-V with the def2-TZVPD basis set).

Each line ends with the natural charge from an NBO analysis.
Atoms and positions in Å:
S -0.343 2.505 -1.642  1.6418
Cl -0.867 -3.002 0.313  0.0265
O -1.697 2.636 -1.158  -0.8755
O 0.493 3.666 -1.439  -0.8914
Cl -0.879 -0.849 2.235  0.0347
Cl 1.653 -2.545 1.930  -0.7188
C -0.157 -1.517 0.825  -0.0313
Cl 0.778 0.927 0.161  0.0161
C 0.310 -0.710 -0.156  -0.4261
H 0.710 -1.110 -1.069  0.2240

## Properties
ΔE to the lowest compared entry with this formula, charge and spin = 3.3 kcal/mol
Charge = -1
Gap between HOMO and LUMO = 6.5 eV
E_HOMO = -0.1539 Eh

***

Entry from OMol25: a single C2HCl5 molecule at a distorted geometry (ωB97M-V with the def2-TZVPD basis set).

Each line ends with the natural charge from an NBO analysis.
Atoms and positions in Å:
C 0.756 -0.431 0.095  -0.2430
Cl 1.248 -0.053 -1.617  0.0057
Cl -1.260 -0.604 2.007  0.0211
Cl -1.750 -1.106 -0.798  0.0568
C -0.746 -0.163 0.315  -0.1186
Cl -1.166 1.584 0.141  0.0290
Cl 1.733 0.484 1.338  0.0056
H 0.961 -1.471 0.212  0.2433

## Properties
ΔE to the lowest compared entry with this formula, charge and spin = 3.9 kcal/mol
SMILES = ClC(Cl)C(Cl)(Cl)Cl
Gap between HOMO and LUMO = 11.6 eV
E_HOMO = -0.4094 Eh

***

Entry from OMol25: a 2-piece molecular cluster, C2HClF2S overall at a distorted geometry (ωB97M-V with the def2-TZVPD basis set).

Each line ends with the natural charge from an NBO analysis.
Atoms and positions in Å:
S 2.241 -1.700 0.528  0.2603
F 0.498 1.685 0.154  -0.3054
F 0.108 0.522 -1.647  -0.2905
C 1.368 -0.519 0.062  -0.2815
C 0.727 0.509 -0.482  0.6163
Cl -1.992 -0.266 1.134  -0.2750
H -2.951 -0.231 0.250  0.2758

## Properties
ΔE to the lowest compared entry with this formula, charge and spin = 36.4 kcal/mol
SMILES = FC(F)=C=S.Cl
Gap between HOMO and LUMO = 7.4 eV
E_HOMO = -0.3156 Eh

***

Entry from OMol25: C2HClF3O2S as an isolated structure at a distorted geometry (ωB97M-V with the def2-TZVPD basis set).

Each line ends with the natural charge from an NBO analysis.
Atoms and positions in Å:
H 0.563 0.831 1.479  0.1496
F -0.886 1.595 0.465  -0.3453
C 0.430 -0.198 -0.421  0.3304
F 0.920 0.083 -1.634  -0.3362
O -1.948 -1.646 0.712  -0.9643
Cl 2.113 -1.393 0.767  -0.5355
O -1.721 -0.664 -1.554  -0.9932
C 0.393 1.035 0.524  0.4467
F 1.371 1.940 0.196  -0.3505
S -1.236 -1.583 -0.534  1.5982

## Properties
ΔE to the lowest compared entry with this formula, charge and spin = 37.6 kcal/mol
Charge = -1
Gap between HOMO and LUMO = 8.1 eV
E_HOMO = -0.1723 Eh

***

Entry from OMol25: a single C2HClFN molecule at a distorted geometry (ωB97M-V with the def2-TZVPD basis set).

Each line ends with the natural charge from an NBO analysis.
Atoms and positions in Å:
C 0.474 -0.843 0.050  0.1892
H -0.389 0.489 -1.229  0.2423
C -0.135 0.439 -0.112  0.1018
F 0.665 1.428 0.499  -0.3062
N 1.105 -1.789 0.089  -0.2317
Cl -1.719 0.277 0.703  0.0047

## Properties
ΔE to the lowest compared entry with this formula, charge and spin = 7.0 kcal/mol
SMILES = N#C[C@H](F)Cl
Gap between HOMO and LUMO = 12.6 eV
E_HOMO = -0.4418 Eh

***

Entry from OMol25: a single C2HClN2O molecule at a distorted geometry (ωB97M-V with the def2-TZVPD basis set).

Each line ends with the natural charge from an NBO analysis.
Atoms and positions in Å:
N -1.206 0.057 0.719  -0.1896
C 0.837 -0.047 -0.165  0.1217
H 1.671 0.107 -0.667  0.2134
O 0.849 0.195 1.034  -0.2454
Cl -1.279 -0.285 -2.057  0.0368
N -0.368 0.196 1.616  0.0920
C -0.503 -0.222 -0.481  -0.0290

## Properties
ΔE to the lowest compared entry with this formula, charge and spin = 62.5 kcal/mol
SMILES = Clc1conn1
Gap between HOMO and LUMO = 10.8 eV
E_HOMO = -0.3696 Eh